Entry 1:
Below is C20H26N2O4 in the gas phase, with properties calculated with ωB97M-V with the def2-TZVPD basis set.

Cartesian coordinates (Å):
C 3.5150 0.1779 4.6448
C 3.8448 -0.4097 3.2637
C 4.5358 -1.7688 3.4809
C 2.5372 -0.5871 2.4790
C 2.7932 -0.8299 0.9939
N 1.5379 -0.9750 0.2848
C 1.1930 -2.0817 -0.3819
O 1.8777 -3.0779 -0.4811
C -0.1879 -2.0223 -1.0509
O -0.8164 -0.7832 -0.7995
C -2.0563 -0.5560 -1.2982
C -2.7849 -1.4693 -2.0696
C -4.0396 -1.1357 -2.5240
C -4.6114 0.1048 -2.2325
C -5.9101 0.5128 -2.6722
C -6.3810 1.7299 -2.3424
C -5.5996 2.6593 -1.5410
O -5.9551 3.7612 -1.2091
O -4.3583 2.2347 -1.1368
C -3.8720 1.0174 -1.4581
C -2.6067 0.6858 -0.9976
C 3.5949 0.3365 0.4224
C 4.9252 0.5339 1.1635
C 5.4980 1.9101 0.7903
C 5.9481 -0.5355 0.7370
N 4.6609 0.5880 2.5918
H 2.7790 -0.4366 5.1561
H 4.4114 0.2273 5.2584
H 3.1203 1.1841 4.5338
H 4.6215 -2.3366 2.5606
H 3.9646 -2.3631 4.1902
H 5.5342 -1.6192 3.8879
H 1.9698 -1.4179 2.9001
H 1.9441 0.3244 2.5817
H 3.3199 -1.7752 0.8400
H 0.8894 -0.2025 0.3035
H -0.7807 -2.8566 -0.6544
H -0.0409 -2.1824 -2.1268
H -2.3746 -2.4353 -2.3139
H -4.6007 -1.8411 -3.1185
H -6.4940 -0.1747 -3.2678
H -7.3524 2.0823 -2.6491
H -2.0511 1.3934 -0.4051
H 3.7904 0.1706 -0.6377
H 3.0006 1.2470 0.5265
H 6.4854 2.0395 1.2271
H 4.8503 2.6956 1.1697
H 5.5810 2.0100 -0.2886
H 5.5358 -1.5379 0.7823
H 6.2696 -0.3506 -0.2852
H 6.8235 -0.4933 1.3825
H 5.5263 0.7285 3.1001

Output
Structure (SMILES) ... CC1(C)CC(NC(=O)COc2ccc3ccc(=O)oc3c2)CC(C)(C)N1
Energy above the lowest of the compared OMol25 structures with the same formula, charge and spin ... 0.965 eV
2S+1 ... 1
E ... -32333.31094 eV
HOMO-LUMO gap ... 8.685 eV
M ... 358.4 Da
HOMO ... -8.74 eV

---

Entry 2:
Below is a gas-phase ion, C20H26N3 (charge +1) at a distorted geometry, with properties calculated with ωB97M-V with the def2-TZVPD basis set.

Cartesian coordinates (Å):
C -5.1987 1.1006 1.1479
C -3.8864 0.3712 1.0571
C -2.8725 0.6873 1.9677
C -1.6012 0.1407 1.8218
C -1.3537 -0.6793 0.7248
C -0.0131 -1.1173 0.2021
N -0.0779 -0.7511 -1.3945
N -0.9913 -1.1036 -2.4252
C -0.5366 -2.1311 -3.3683
C -1.7610 -0.0323 -3.1328
C 1.2166 -0.4934 0.7819
C 2.4526 -1.0808 1.0224
C 2.8454 -2.4973 1.1028
N 3.3919 -0.0862 1.1464
C 4.8127 -0.3108 1.1903
C 2.7780 1.1610 1.0995
C 3.3544 2.4072 0.9699
C 2.4961 3.4878 0.7322
C 1.1197 3.3052 0.5756
C 0.5423 2.0315 0.6329
C 1.3790 0.9421 0.8849
C -2.4167 -1.1686 -0.0476
C -3.6712 -0.6157 0.0988
H -5.9081 0.6797 0.4263
H -5.6413 1.0296 2.1558
H -5.0813 2.1739 0.9168
H -3.0531 1.4064 2.7721
H -0.8066 0.3591 2.5595
H 0.1034 -2.1897 0.0336
H -0.0083 0.3001 -1.3921
H 0.8551 -1.1256 -1.7315
H -1.4559 -2.5725 -3.8113
H 0.0817 -1.7729 -4.2114
H -0.0075 -2.9097 -2.7999
H -2.6152 -0.5630 -3.6231
H -2.1852 0.6849 -2.4124
H -1.2214 0.4923 -3.9479
H 1.9447 -3.1275 1.1426
H 3.4416 -2.8145 0.2287
H 3.4470 -2.7180 2.0035
H 5.3061 0.6583 1.1567
H 5.1049 -0.8333 2.1074
H 5.1481 -0.9072 0.3328
H 4.4375 2.5144 1.0560
H 2.9151 4.5026 0.6596
H 0.4661 4.1682 0.3987
H -0.5362 1.8723 0.5042
H -2.2646 -1.9828 -0.7449
H -4.4748 -0.8924 -0.5703

Output
Structure (SMILES) ... Cc1ccc([C@@H]([NH2+]N(C)C)c2c(C)n(C)c3ccccc23)cc1
Energy above the lowest of the compared OMol25 structures with the same formula, charge and spin ... 1.481 eV
2S+1 ... 1
E ... -25624.57700 eV
Total charge ... +1
HOMO-LUMO gap ... 8.426 eV
M ... 308.4 Da
HOMO ... -10.97 eV

---

Entry 3:
Below is C20H26N4O3 in the gas phase at a distorted geometry, with properties calculated with ωB97M-V with the def2-TZVPD basis set.

Cartesian coordinates (Å):
C -0.4849 -0.2840 2.3813
C -1.7425 0.5620 2.5665
N -2.3501 0.8939 1.2821
C -1.8289 2.1218 0.6959
C -2.2935 3.4322 1.3363
C -3.8077 0.8201 1.2820
C -4.3124 -0.6244 1.1783
C -4.0190 -1.2381 -0.1881
N -2.5916 -1.3032 -0.3959
C -1.9982 -2.2652 -1.1054
O -2.5562 -3.2332 -1.5740
C -0.4646 -2.1038 -1.2109
N -0.0701 -0.7474 -1.4736
N -0.8619 0.0092 -2.2440
C -0.3375 1.2093 -2.2952
C 0.8425 1.2546 -1.5301
C 1.7270 2.3386 -1.1812
O 1.6410 3.4877 -1.5278
O 2.7421 1.9862 -0.3250
C 2.9649 0.7149 0.0984
C 4.0917 0.5246 0.8953
C 4.4164 -0.7336 1.3482
C 3.6393 -1.8406 1.0041
C 4.0325 -3.2062 1.4764
C 2.5159 -1.6508 0.2233
C 2.1391 -0.3807 -0.2237
C 0.9953 -0.0463 -1.0266
H -0.0386 -0.5023 3.3483
H 0.2525 0.2408 1.7790
H -0.7312 -1.2235 1.8929
H -2.4611 -0.0050 3.1614
H -1.4880 1.4656 3.1361
H -0.7384 2.0710 0.7471
H -2.1095 2.1249 -0.3620
H -3.3671 3.5627 1.2258
H -1.7922 4.2626 0.8470
H -2.0485 3.4628 2.3957
H -4.1696 1.3720 0.4116
H -4.2369 1.2883 2.1813
H -3.8519 -1.2388 1.9531
H -5.3908 -0.6278 1.3418
H -4.4200 -2.2524 -0.2628
H -4.4806 -0.6296 -0.9757
H -2.0964 -0.5014 -0.0078
H -0.0399 -2.4291 -0.2592
H -0.1209 -2.7707 -2.0084
H -0.7955 1.9961 -2.8579
H 4.6985 1.3834 1.1335
H 5.2929 -0.8711 1.9631
H 5.0349 -3.4512 1.1290
H 3.3436 -3.9628 1.1107
H 4.0419 -3.2405 2.5649
H 1.9375 -2.5127 -0.0664

Output
Structure (SMILES) ... CCN(CC)CCCNC(=O)Cn1ncc2c(=O)oc3ccc(C)cc3c21
Energy above the lowest of the compared OMol25 structures with the same formula, charge and spin ... 1.797 eV
2S+1 ... 1
E ... -33265.74270 eV
HOMO-LUMO gap ... 8.925 eV
M ... 370.5 Da
HOMO ... -8.75 eV

---

Entry 4:
Below is a molecular structure, C20H26N9O2PRu, with properties calculated with ωB97M-V with the def2-TZVPD basis set.

Cartesian coordinates (Å):
Ru 0.3188 0.5948 -0.5447
C 1.2379 -2.1643 4.2393
N 1.3499 -1.8541 2.8054
C 2.0502 -2.6091 1.9056
C 1.9466 -1.9856 0.6988
N 1.1910 -0.8555 0.8630
C 0.8348 -0.7928 2.1540
P -0.0734 0.5622 2.9882
C 0.8783 1.9311 2.2568
N 1.1311 2.0626 0.9542
C 1.9089 3.1845 0.8104
C 2.1188 3.7272 2.0424
N 1.4653 2.9298 2.9411
C 1.4441 3.1418 4.3958
C -1.5424 0.6996 1.8990
N -1.5480 0.8181 0.5621
C -2.8521 0.9821 0.1688
C -3.6379 0.9636 1.2794
N -2.8069 0.7851 2.3528
C -3.2707 0.7401 3.7481
H 1.4828 -3.2131 4.3761
H 0.2200 -1.9916 4.5765
H 1.9345 -1.5528 4.8079
H 2.5596 -3.5135 2.1929
H 2.3541 -2.2807 -0.2532
H 2.2812 3.5225 -0.1414
H 2.6715 4.5992 2.3483
H 1.9236 4.0930 4.6045
H 1.9925 2.3482 4.8973
H 0.4176 3.1786 4.7509
H -3.1411 1.0856 -0.8633
H -4.7046 1.0597 1.3936
H -4.2337 0.2384 3.7731
H -3.3750 1.7521 4.1328
H -2.5619 0.1812 4.3512
N -1.1374 -3.3391 -5.8034
C -0.6287 -2.3979 -5.0018
O 0.0867 -1.4868 -5.3840
C -0.9558 -2.4748 -3.5199
C -1.6230 -3.4742 -2.8320
C -1.7982 -3.3480 -1.4553
C -1.2970 -2.2406 -0.8084
N -0.6404 -1.2674 -1.4681
C -0.4862 -1.3962 -2.7909
H -0.9177 -3.2948 -6.7869
H -1.7566 -4.0650 -5.4921
H -2.0050 -4.3554 -3.3318
H -2.3170 -4.1110 -0.8926
H -1.4100 -2.1108 0.2607
H 0.0439 -0.6249 -3.3203
C 2.1097 1.1482 -4.4680
C 1.4150 1.8818 -3.3789
N 1.2426 3.1775 -3.4445
O 0.9645 1.2121 -2.3825
H 2.3843 1.7956 -5.2965
H 1.4579 0.3439 -4.8245
H 3.0074 0.6826 -4.0569
H 1.5750 3.6953 -4.2459
H 0.7205 3.6818 -2.7434

Output
2S+1 ... 6
E ... -50514.49203 eV
Total charge ... +3
HOMO-LUMO gap (spin up / spin down) ... 9.353 / 6.215 eV
M ... 556.5 Da
HOMO (spin up / spin down) ... -17.34 / -17.36 eV
⟨S²⟩ ... 8.756

---

Entry 5:
Below is a molecular structure, C20H26OsS4Te, with properties calculated with ωB97M-V with the def2-TZVPD basis set.

Cartesian coordinates (Å):
Os -0.2023 0.1449 -0.1920
C -1.1503 1.5202 2.6607
C -2.1807 1.9567 1.6438
S -1.3787 2.1780 0.0043
C -2.7700 1.7736 -1.1246
C -2.2347 1.4233 -2.4983
S -0.8775 0.1884 -2.4603
C -1.5842 -1.4769 -2.7316
C -2.1959 -2.0909 -1.4914
S -0.9556 -2.0931 -0.1342
C -2.0288 -1.9547 1.3517
C -1.2180 -1.4636 2.5348
S -0.2101 0.0305 2.1718
H -1.6020 1.3373 3.6376
H -0.3738 2.2762 2.7959
H -2.6097 2.9197 1.9287
H -2.9941 1.2401 1.5289
H -3.4213 2.6489 -1.1820
H -3.3331 0.9552 -0.6758
H -1.7969 2.2873 -3.0004
H -3.0287 1.0416 -3.1426
H -0.7356 -2.0587 -3.0975
H -2.3074 -1.4137 -3.5471
H -2.4756 -3.1294 -1.6810
H -3.0785 -1.5559 -1.1408
H -2.4425 -2.9442 1.5595
H -2.8519 -1.2842 1.1043
H -0.4865 -2.2026 2.8642
H -1.8650 -1.2441 3.3860
Te 2.6094 0.6091 -0.7765
C 4.5342 -0.0119 -0.0536
C 4.7830 -0.4280 1.2335
C 6.0828 -0.8130 1.5546
C 7.1535 -0.6866 0.5824
C 6.8806 -0.2952 -0.7229
C 5.5942 0.0667 -1.0431
C 2.6144 2.5995 -0.1410
C 2.7718 3.5973 -1.0992
C 2.7904 4.9213 -0.6783
C 2.6821 5.2275 0.6726
C 2.5156 4.2176 1.6176
C 2.4831 2.8900 1.2202
H 3.9967 -0.5146 1.9696
H 6.3157 -1.2317 2.5273
H 8.1737 -0.8668 0.9035
H 7.6774 -0.2363 -1.4527
H 5.3673 0.4253 -2.0408
H 2.8837 3.3633 -2.1506
H 2.9042 5.7133 -1.4067
H 2.7560 6.2574 0.9966
H 2.4339 4.4682 2.6676
H 2.3871 2.1026 1.9599

Output
2S+1 ... 5
E ... -74219.51587 eV
Total charge ... +4
HOMO-LUMO gap (spin up / spin down) ... 7.487 / 4.863 eV
M ... 712.5 Da
HOMO (spin up / spin down) ... -20.00 / -20.03 eV
⟨S²⟩ ... 6.035

---

Entry 6:
Below is a molecular structure, C20H27B2NNaO18 at a distorted geometry, with properties calculated with ωB97M-V with the def2-TZVPD basis set.

Cartesian coordinates (Å):
Na -0.0284 -0.4368 -0.5253
O -2.2773 -3.5356 -0.5767
C -1.5156 -4.1089 -1.2901
O -1.8607 -5.0416 -2.1713
B -0.7316 -5.4434 -2.9841
O 0.4116 -4.6627 -2.3730
C 0.0107 -3.8559 -1.4452
O 0.6868 -3.1468 -0.7393
O -0.7899 -5.1013 -4.4185
C -0.4077 -6.0996 -5.1623
O -0.2136 -6.0431 -6.3505
C -0.0729 -7.2657 -4.2258
O -0.2783 -6.8469 -2.9852
O 0.2263 -8.3675 -4.5688
O 3.8117 7.0288 -1.0639
C 4.0023 5.8554 -1.2342
O 3.4623 4.8949 -0.4916
B 3.9256 3.5967 -1.0167
O 4.7393 3.8871 -2.1875
C 4.7905 5.2000 -2.3671
O 5.3284 5.8085 -3.2420
O 2.7750 2.6967 -1.2703
C 2.8609 1.5951 -0.5694
O 2.1011 0.6694 -0.5817
C 4.1365 1.7317 0.3143
O 4.7003 2.8692 0.0234
O 4.4848 0.9568 1.1644
C -3.5950 1.4831 -3.0413
C -3.2926 0.4387 -1.9906
C -3.7916 -0.9675 -2.3716
O -1.8176 0.2959 -1.9689
H -4.6581 1.4161 -3.3104
H -3.0368 1.4183 -3.9768
H -3.5231 2.5150 -2.6898
H -3.6627 0.8268 -1.0431
H -4.8814 -0.9390 -2.4126
H -3.3881 -1.6709 -1.6505
H -3.3809 -1.1203 -3.3685
H -1.5484 0.4278 -2.8824
C 1.4197 -1.5418 2.0531
C 0.5852 -0.5195 2.8551
C 1.6358 0.4724 3.3692
C 1.0211 1.7246 3.9083
C 0.2455 2.4865 2.8232
C -0.8653 1.6044 2.2746
N -0.3219 0.2454 1.9809
O -1.3345 -0.6074 1.4474
C -2.0597 1.5106 3.2599
C -1.3728 2.2238 0.9715
C -0.1670 -1.2673 3.9715
H 1.7388 -1.0524 1.1316
H 0.8634 -2.4541 1.8423
H 2.3400 -1.7686 2.5865
H 2.4105 0.0471 4.0112
H 2.2742 0.7593 2.5228
H 1.8005 2.3577 4.3498
H 0.3670 1.5815 4.7766
H 0.8839 2.9246 2.0571
H -0.1232 3.3371 3.4055
H -2.6761 2.4132 3.2064
H -2.8170 0.7644 2.9963
H -1.7853 1.3554 4.2999
H -2.1391 1.6325 0.4638
H -1.9393 3.1137 1.2680
H -0.6290 2.5408 0.2429
H 0.5449 -1.6884 4.6900
H -0.7968 -2.0605 3.5780
H -0.7216 -0.6151 4.6540
H -2.0837 -0.4782 2.0477

Output
Energy above the lowest of the compared OMol25 structures with the same formula, charge and spin ... 0.000 eV
2S+1 ... 1
E ... -65307.11872 eV
Total charge ... -1
HOMO-LUMO gap ... 9.041 eV
M ... 614.0 Da
HOMO ... -7.59 eV